[1]
C26H33N4O | ωB97M-V/def2-TZVPD

```
64
Properties=species:S:1:pos:R:3:forces:R:3:lowdin_charge:R:1
C -5.228 -4.048 -3.040 0.196 -0.265 -0.182 -0.05
N -4.982 -3.040 -2.027 0.625 0.307 -0.008 -0.18
C -5.997 -2.978 -0.995 -0.298 0.095 0.214 -0.04
C -3.758 -2.442 -1.911 -0.468 -0.140 0.079 -0.19
C -3.547 -1.330 -1.041 0.264 0.062 0.018 0.01
C -2.322 -0.705 -0.996 -0.449 -0.052 -0.208 0.00
C -1.195 -1.212 -1.698 -0.151 -0.296 0.246 -0.21
C 0.045 -0.532 -1.601 0.307 -1.136 -1.266 0.07
C 1.307 -1.182 -1.733 0.072 -0.280 -0.050 -0.22
C 2.405 -0.524 -2.361 0.265 -0.182 0.387 0.00
C 3.646 -1.119 -2.446 -0.392 0.183 -0.163 0.00
C 3.893 -2.377 -1.820 0.295 -0.186 -0.087 -0.20
N 5.127 -2.965 -1.886 -0.529 0.380 0.192 -0.18
C 5.497 -4.053 -1.003 -0.228 -0.294 0.155 -0.05
C 6.015 -2.781 -3.014 0.293 0.151 -0.246 -0.04
C 2.824 -3.006 -1.124 -0.260 -0.004 -0.019 0.00
C 1.547 -2.480 -1.178 0.200 0.390 -0.054 0.00
C -1.399 -2.373 -2.517 -0.093 0.207 0.301 0.00
C -2.658 -2.912 -2.683 0.398 0.020 -0.053 0.00
H -4.928 -3.685 -4.031 -0.129 -0.083 0.216 0.10
H -4.682 -4.982 -2.831 -0.175 0.134 -0.044 0.10
H -6.301 -4.264 -3.048 0.307 0.024 -0.097 0.09
H -5.900 -2.073 -0.392 -0.152 -0.257 -0.138 0.07
H -6.980 -2.989 -1.480 0.190 0.153 0.235 0.10
H -5.945 -3.856 -0.329 0.070 0.239 -0.158 0.11
H -4.368 -0.948 -0.437 0.334 -0.040 -0.217 0.10
H -2.162 0.185 -0.391 -0.154 -0.232 -0.068 0.10
H 0.032 0.550 -1.524 -0.047 -0.149 0.186 0.10
H 2.230 0.456 -2.809 0.167 -0.206 0.171 0.13
H 4.460 -0.605 -2.959 -0.387 -0.123 0.194 0.11
H 5.343 -3.776 0.048 0.045 -0.047 -0.250 0.10
H 4.919 -4.967 -1.207 0.190 0.081 0.010 0.10
H 6.559 -4.266 -1.164 -0.290 -0.011 0.147 0.09
H 5.812 -1.840 -3.528 0.189 -0.287 0.075 0.07
H 7.049 -2.785 -2.648 -0.203 0.164 -0.204 0.10
H 5.912 -3.606 -3.739 -0.038 0.215 0.191 0.11
H 3.007 -3.936 -0.581 -0.150 0.281 -0.316 0.11
H 0.712 -3.032 -0.741 0.284 0.237 0.057 0.13
H -0.554 -2.801 -3.060 -0.253 0.213 0.052 0.13
H -2.807 -3.727 -3.394 0.155 0.279 0.346 0.11
C 0.528 4.866 5.750 -0.013 0.424 -0.198 -0.18
C 0.564 3.855 4.609 0.519 0.149 0.066 -0.15
N -0.191 4.301 3.444 -0.207 -0.561 -0.383 -0.07
C -0.295 3.425 2.374 -0.099 0.305 0.459 -0.21
C 0.247 2.121 2.427 0.036 -0.390 -0.529 0.00
C 0.136 1.291 1.306 -0.380 0.801 0.219 -0.13
N -0.509 1.637 0.178 -0.017 0.914 0.451 -0.02
C -1.043 2.881 0.135 0.352 -0.099 0.809 -0.12
C -0.964 3.800 1.184 0.063 -0.440 -0.552 0.00
C -0.409 5.717 3.170 0.323 0.440 -0.286 -0.14
C -0.242 6.629 4.386 0.103 -0.215 0.498 -0.18
O 0.783 6.190 5.276 -0.541 -0.430 -0.205 -0.13
H -0.453 4.798 6.259 0.338 0.262 -0.059 0.13
H 1.347 4.669 6.455 -0.444 -0.159 -0.122 0.13
H 1.624 3.672 4.346 -0.300 0.022 -0.044 0.13
H 0.137 2.910 4.972 0.102 0.174 -0.068 0.13
H 0.775 1.743 3.303 -0.174 0.199 -0.342 0.10
H 0.589 0.298 1.316 -0.127 0.194 0.044 0.11
H -1.560 3.165 -0.785 0.149 -0.159 0.241 0.11
H -1.419 4.784 1.056 0.231 -0.437 0.060 0.10
H 0.286 6.077 2.387 -0.184 -0.335 0.133 0.14
H -1.432 5.855 2.794 0.240 0.029 0.073 0.12
H 0.086 7.625 4.061 -0.386 -0.294 0.054 0.13
H -1.214 6.697 4.914 0.417 0.061 0.040 0.13
```
Positions in Å, forces in eV/Å.

E_HOMO in eV: -10.1
Orbital gap in Eh: 0.2245
E_LUMO in eV: -4.0
Total charge: +1
Energy relative to the best compared isomer or geometry (same formula, charge and spin) in kcal/mol: 16.8
E_tot in eV: -35498.0210

[2]
C5H7PS | ωB97M-V/def2-TZVPD

```
14
Properties=species:S:1:pos:R:3:forces:R:3:lowdin_charge:R:1
S -0.742 2.625 -1.287 0.781 0.948 -0.163 0.72
C -0.515 1.092 -0.473 1.941 0.885 1.300 -0.85
C 0.861 0.506 -0.395 -1.004 -1.147 0.708 -0.46
C 1.043 -1.034 -0.335 -3.051 1.312 0.653 -0.18
C 0.011 -1.485 0.706 -0.927 -0.507 -0.473 -0.19
C -0.524 -0.576 1.518 2.136 0.845 0.564 -0.30
P 0.256 1.156 1.284 -0.492 -1.248 -0.625 0.98
H -1.870 2.246 -1.793 -1.194 -0.099 -0.766 -0.17
H -1.388 0.582 -0.235 -1.268 -1.168 -0.574 0.03
H 1.566 1.138 -0.897 0.562 -0.013 -0.166 0.08
H 1.969 -1.311 0.035 2.168 -0.426 0.497 0.08
H 0.829 -1.563 -1.239 0.094 -0.072 -0.949 0.10
H -0.446 -2.501 0.704 0.894 0.549 -0.024 0.11
H -1.050 -0.874 2.407 -0.642 0.141 0.019 0.05
```
Positions in Å, forces in eV/Å.

E_HOMO in eV: -8.2
Orbital gap in Eh: 0.3360
E_LUMO in eV: 0.9
Energy relative to the best compared isomer or geometry (same formula, charge and spin) in kcal/mol: 37.6
E_tot in eV: -25420.3126